DFT (ωB97M-V/def2-TZVPD) results for a structure of composition C12H23HgN2O3P2 in a non-equilibrium geometry.

Properties
Total charge: +1
Multiplicity: 1
HOMO-LUMO gap, eV: 7.68
Largest force on an atom, eV Å⁻¹: 12.41
ΔE to the lowest compared entry with this formula, charge and spin, eV: 0.0000

Geometry (Å):
Hg -0.20 -0.83 0.42
P -2.48 -0.72 0.17
C -2.60 1.06 -0.46
C -1.50 1.94 0.13
N -0.38 1.31 0.57
C 0.63 2.06 1.08
C 0.55 3.46 1.17
C -0.60 4.09 0.72
C -1.65 3.33 0.19
C 1.85 1.30 1.59
P 2.02 -0.39 0.75
H -2.55 3.81 -0.17
H 1.37 4.03 1.59
H -0.69 5.17 0.77
H 2.76 1.88 1.45
H 1.72 1.15 2.66
H -2.47 1.05 -1.51
H -3.59 1.46 -0.25
H 0.74 -0.70 -4.33
O 0.09 -0.18 -4.95
H 0.65 0.47 -5.46
H 3.62 -2.76 -2.39
O 3.80 -2.76 -3.39
H 4.49 -3.47 -3.54
C 3.17 0.05 -0.68
H 4.06 0.56 -0.31
H 3.47 -0.85 -1.20
H 2.66 0.71 -1.38
C 3.20 -1.26 1.93
H 3.50 -2.22 1.52
H 4.10 -0.66 2.10
H 2.72 -1.43 2.89
C -3.56 -0.65 1.71
H -4.54 -0.24 1.47
H -3.69 -1.65 2.12
H -3.09 -0.01 2.46
C -3.58 -1.61 -1.08
H -3.70 -2.65 -0.79
H -4.56 -1.14 -1.13
H -3.12 -1.57 -2.07
O -1.15 -4.84 2.44
C -0.88 -3.73 1.88
N -0.61 -2.58 1.30

Here are the Mulliken charges for atoms 1 to 4, given in e: 1.112, 0.552, -1.319, 0.652

---

DFT (ωB97M-V/def2-TZVPD) results for a cluster of 6 separate species, C16H45NO12 in total in a non-equilibrium geometry.

Properties
Multiplicity: 1
HOMO-LUMO gap, eV: 9.37
Largest force on an atom, eV Å⁻¹: 3.78
ΔE to the lowest compared entry with this formula, charge and spin, eV: 1.8204

Geometry (Å):
C 4.93 1.56 3.60
O 4.73 1.80 2.20
C 3.41 1.81 1.68
C 2.86 0.39 1.63
N 1.57 0.33 0.91
C 1.07 -1.01 0.89
C -0.41 -1.17 1.08
O -0.57 -2.48 1.60
C -1.91 -2.99 1.57
H 6.02 1.59 3.79
H 4.60 0.58 3.89
H 4.39 2.31 4.11
H 3.32 2.27 0.70
H 2.86 2.52 2.37
H 2.77 -0.06 2.57
H 3.54 -0.09 0.97
H 1.72 0.58 -0.09
H 1.66 -1.64 1.55
H 1.38 -1.41 -0.11
H -0.87 -1.10 0.08
H -0.89 -0.44 1.65
H -2.60 -2.42 2.22
H -1.92 -4.08 1.81
H -2.22 -2.97 0.54
O -1.36 2.06 -1.78
C -0.52 2.34 -0.67
C -1.20 2.11 0.65
O -0.21 2.21 1.65
H -1.80 1.23 -1.58
H 0.52 2.01 -0.74
H -0.20 3.42 -0.60
H -1.77 1.17 0.56
H -1.90 2.90 0.95
H 0.31 1.41 1.52
O -2.71 -0.25 -1.71
C -4.04 -0.17 -1.28
C -4.15 -0.63 0.21
O -5.39 -0.34 0.71
H -2.84 -0.36 -2.66
H -4.37 0.94 -1.37
H -4.72 -0.82 -1.82
H -3.43 -0.27 0.95
H -4.13 -1.72 0.22
H -5.44 -0.43 1.67
O 2.54 0.24 -1.73
C 1.70 0.27 -2.84
C 2.46 0.16 -4.16
O 2.73 -1.21 -4.54
H 3.08 0.96 -1.74
H 0.96 -0.50 -2.71
H 1.16 1.21 -2.82
H 3.33 0.81 -4.07
H 1.93 0.64 -4.96
H 3.48 -1.16 -5.19
O -3.29 -0.96 -4.34
C -2.69 0.26 -4.71
C -1.20 0.28 -4.42
O -0.69 1.63 -4.49
H -4.16 -1.00 -4.72
H -2.76 0.29 -5.80
H -3.15 1.08 -4.19
H -0.68 -0.28 -5.14
H -1.09 -0.03 -3.43
H -1.08 2.09 -3.74
O -1.01 -1.26 4.22
C 0.32 -0.95 4.40
C 1.16 -2.20 4.37
O 2.45 -1.78 4.61
H -1.09 -1.72 3.40
H 0.53 -0.32 3.52
H 0.52 -0.39 5.26
H 1.17 -2.70 3.39
H 0.87 -2.92 5.14
H 2.40 -1.21 5.37

Here are the Mulliken charges for atoms 1 to 4, given in e: -0.627, -0.419, -0.470, -0.504

---

DFT (ωB97M-V/def2-TZVPD) results for a cluster of 2 separate species, C3H11NO2 in total in a non-equilibrium geometry.

Properties
Multiplicity: 1
HOMO-LUMO gap, eV: 10.12
Largest force on an atom, eV Å⁻¹: 1.73
ΔE to the lowest compared entry with this formula, charge and spin, eV: 0.8327

Geometry (Å):
N 1.61 2.23 0.65
C 1.78 0.86 1.13
C 1.08 -0.09 0.14
C 0.81 -1.46 0.76
O -0.34 -2.11 0.12
H 2.19 2.87 1.19
H 0.66 2.55 0.61
H 2.87 0.71 1.22
H 1.30 0.74 2.13
H 1.74 -0.28 -0.71
H 0.18 0.43 -0.23
H 0.55 -1.31 1.81
H 1.63 -2.13 0.46
H -0.63 -1.44 -0.52
O -4.93 -0.39 -2.62
H -5.09 -1.30 -2.89
H -5.42 0.13 -3.26

Here are the Mulliken charges for atoms 1 to 4, given in e: -0.580, -0.378, -0.694, -0.177

---

DFT (ωB97M-V/def2-TZVPD) results for a structure of composition C5H13ClI2O2PPb in a non-equilibrium geometry.

Properties
Total charge: +3
Multiplicity: 1
HOMO-LUMO gap (alpha / beta), eV: 5.80 / 5.37
Largest force on an atom, eV Å⁻¹: 4.15
ΔE to the lowest compared entry with this formula, charge and spin, eV: 0.0855

Geometry (Å):
I -2.19 -5.96 -1.68
I -3.76 -4.33 -3.19
Pb -0.24 0.59 -0.24
P 1.77 0.01 -1.79
C 1.62 -1.32 -2.99
C 1.68 1.57 -2.71
H 3.51 0.75 -0.29
H 4.20 0.05 -1.79
H 3.53 -1.01 -0.52
C 3.41 -0.05 -1.04
H 1.74 2.43 -2.02
H 2.49 1.66 -3.44
H 2.41 -1.27 -3.76
H 0.64 -1.29 -3.49
H 0.72 1.66 -3.25
H 1.70 -2.30 -2.48
C -0.95 -1.93 -0.82
O -1.51 -2.85 -1.22
Cl 1.22 2.23 1.05
C -1.68 0.40 2.48
O -0.48 -0.41 2.24
H -2.48 0.02 1.82
H -1.47 1.47 2.26
H -2.01 0.32 3.54
H 0.27 0.03 2.66

Here are the Mulliken charges for atoms 1 to 4, given in e: 0.480, 0.468, 1.050, 0.632

---

DFT (ωB97M-V/def2-TZVPD) results for a cluster of 2 separate species, C3H5NS in total in a non-equilibrium geometry.

Properties
Multiplicity: 1
HOMO-LUMO gap, eV: 9.96
Largest force on an atom, eV Å⁻¹: 6.15
ΔE to the lowest compared entry with this formula, charge and spin, eV: 4.0493

Geometry (Å):
C 2.37 0.92 -0.31
C -0.93 -0.09 -0.76
C -0.97 -0.20 0.64
N -0.04 0.70 0.09
S 2.86 -0.44 0.10
H -0.63 1.47 0.28
H -0.44 -0.86 -1.27
H -1.82 0.38 -1.26
H -1.62 0.15 1.37
H -0.52 -1.16 1.01

Here are the Mulliken charges for atoms 1 to 4, given in e: 0.078, -0.191, -0.449, -0.329

---

DFT (ωB97M-V/def2-TZVPD) results for the molecule C5H8S in a non-equilibrium geometry.

Properties
Multiplicity: 1
HOMO-LUMO gap, eV: 9.19
Largest force on an atom, eV Å⁻¹: 4.18
ΔE to the lowest compared entry with this formula, charge and spin, eV: 2.2552

Geometry (Å):
C -2.45 -0.33 0.21
C -1.13 -0.12 0.01
C -0.21 0.97 -0.31
C 1.23 0.57 0.13
C 1.59 -1.07 0.08
S -0.21 -1.74 -0.16
H -3.17 0.40 0.33
H -2.98 -1.31 0.08
H -0.30 2.05 -0.24
H -0.15 0.95 -1.45
H 1.21 1.02 1.20
H 2.03 1.21 -0.22
H 2.27 -1.32 -0.72
H 2.27 -1.27 1.08

Here are the Mulliken charges for atoms 1 to 4, given in e: -0.903, 0.541, -0.603, -0.723

---

DFT (ωB97M-V/def2-TZVPD) results for a structure of composition C21H44Br2N3O3.

Properties
Multiplicity: 2
HOMO-LUMO gap (alpha / beta), eV: 8.51 / 9.48
Largest force on an atom, eV Å⁻¹: 0.43
<S²>: 0.754

Geometry (Å):
C 3.02 1.47 -0.20
C 2.74 2.55 -1.22
Br 4.25 2.83 -2.33
C 1.64 3.28 -1.33
Br 1.61 4.65 -2.64
C 0.39 3.11 -0.44
C 0.82 3.34 1.02
C -0.17 1.68 -0.63
C -1.70 1.48 -0.58
C -1.95 0.14 0.11
C -2.32 1.46 -1.98
N -2.32 2.55 0.23
O -3.47 2.31 0.71
C -2.06 3.98 -0.07
C -2.14 4.77 1.26
C -3.16 4.52 -1.00
C -0.71 4.13 -0.81
H 3.82 0.83 -0.54
H 2.15 0.85 -0.01
H 3.34 1.92 0.75
H 1.29 2.46 1.44
H 1.54 4.16 1.08
H -0.03 3.57 1.65
H 0.18 1.26 -1.58
H 0.24 1.05 0.16
H -1.34 -0.62 -0.39
H -1.67 0.21 1.16
H -3.00 -0.16 0.03
H -3.41 1.50 -1.91
H -2.03 0.53 -2.48
H -1.99 2.29 -2.61
H -3.13 5.20 1.38
H -1.98 4.11 2.11
H -1.40 5.57 1.29
H -3.00 5.59 -1.12
H -3.12 4.07 -1.99
H -4.13 4.36 -0.55
H -0.90 4.07 -1.88
H -0.33 5.13 -0.59
C 2.51 -2.51 3.89
C 1.61 -2.76 2.68
C 1.29 -1.51 1.86
O 0.33 -0.66 2.44
C 0.82 0.27 3.39
N 0.41 -3.48 3.12
H 1.96 -2.03 4.70
H 2.89 -3.45 4.27
H 3.35 -1.87 3.63
H 2.15 -3.43 2.01
H 0.85 -1.83 0.91
H 2.20 -0.95 1.63
H 1.82 0.63 3.12
H 0.85 -0.14 4.40
H 0.13 1.12 3.39
H -0.14 -3.76 2.31
H -0.18 -2.83 3.62
C 0.19 -5.97 -2.96
C 0.25 -5.45 -1.53
C -0.61 -4.21 -1.28
O -0.08 -3.00 -1.78
C -0.35 -2.74 -3.15
N 1.65 -5.26 -1.15
H 0.76 -5.34 -3.64
H 0.61 -6.97 -3.02
H -0.84 -6.01 -3.33
H -0.15 -6.23 -0.88
H -0.68 -4.06 -0.19
H -1.64 -4.36 -1.65
H -1.33 -3.11 -3.44
H 0.41 -3.18 -3.81
H -0.32 -1.66 -3.28
H 1.72 -5.05 -0.16
H 2.00 -4.43 -1.63

Here are the Mulliken charges for atoms 1 to 4, given in e: -0.719, 0.286, -0.184, -0.762

---

DFT (ωB97M-V/def2-TZVPD) results for a structure of composition C4H6BrNS in a non-equilibrium geometry.

Properties
Multiplicity: 1
HOMO-LUMO gap (alpha / beta), eV: 7.53 / 7.53
Largest force on an atom, eV Å⁻¹: 9.18
ΔE to the lowest compared entry with this formula, charge and spin, eV: 2.8941

Geometry (Å):
C 1.31 -2.36 0.00
C 0.10 -1.77 -0.15
C -1.34 0.20 -0.15
C 0.15 2.49 0.12
N 0.01 -0.46 -0.17
S -1.52 1.87 -0.13
Br -3.01 -0.65 -0.03
H 1.33 -3.44 0.23
H 2.23 -1.68 0.01
H -0.93 -2.18 -0.01
H 0.72 2.01 0.82
H 0.14 3.52 0.33
H 0.81 2.46 -0.88

Here are the Mulliken charges for atoms 1 to 4, given in e: -0.693, 0.216, 0.355, -0.875

---

DFT (ωB97M-V/def2-TZVPD) results for a cluster of 5 separate species, C12H28BrN4O4 in total in a non-equilibrium geometry.

Properties
Total charge: -1
Multiplicity: 1
HOMO-LUMO gap, eV: 9.05
Largest force on an atom, eV Å⁻¹: 7.63
ΔE to the lowest compared entry with this formula, charge and spin, eV: 1.6451

Geometry (Å):
Br 41.03 -36.80 17.30
C 44.57 -35.94 16.26
C 44.60 -37.05 15.30
O 45.46 -37.12 14.40
N 43.55 -37.84 15.17
C 43.60 -39.00 14.28
H 44.41 -35.09 15.74
H 45.46 -35.93 16.80
H 44.03 -36.11 17.22
H 42.63 -37.65 15.85
H 43.45 -38.62 13.17
H 42.77 -39.72 14.14
H 44.44 -39.67 14.30
C 38.37 -38.92 14.76
C 37.69 -37.55 14.42
O 36.96 -37.39 13.42
N 37.92 -36.57 15.25
C 37.24 -35.35 15.15
H 37.67 -39.31 15.64
H 39.33 -39.06 14.89
H 38.31 -39.55 13.95
H 38.84 -36.40 15.71
H 37.66 -34.65 15.88
H 36.23 -35.40 15.56
H 37.26 -34.70 14.16
C 43.63 -38.79 19.97
C 42.39 -39.18 20.81
O 42.46 -39.37 22.06
N 41.16 -38.85 20.24
C 39.96 -38.96 20.96
H 43.43 -38.26 18.96
H 44.02 -39.69 19.74
H 44.27 -38.39 20.60
H 41.14 -38.30 19.41
H 39.58 -39.86 21.09
H 39.29 -38.44 20.51
H 40.09 -38.56 22.14
C 43.30 -32.96 17.69
C 42.70 -32.57 16.32
O 43.10 -31.68 15.62
N 41.68 -33.41 15.83
C 41.08 -33.30 14.56
H 43.28 -33.96 17.93
H 42.85 -32.53 18.59
H 44.28 -32.57 17.74
H 41.30 -34.11 16.41
H 41.70 -34.00 13.96
H 40.79 -32.26 14.28
H 40.09 -33.64 14.41

Here are the Mulliken charges for atoms 1 to 4, given in e: -0.901, -0.651, 0.574, -0.719

---

DFT (ωB97M-V/def2-TZVPD) results for a structure of composition C29H32Cl55IN2O in a non-equilibrium geometry.

Properties
Multiplicity: 1
HOMO-LUMO gap, eV: 8.44
Largest force on an atom, eV Å⁻¹: 2.13

Geometry (Å):
C -3.32 5.22 -0.02
C -2.74 4.02 0.16
C -1.44 3.79 0.93
C -1.04 5.09 1.47
N -0.81 6.13 1.89
C -1.80 2.75 2.01
C -2.58 3.33 3.22
C -1.74 3.43 4.51
C -1.53 4.84 5.09
O -0.22 4.97 5.63
C 0.71 5.29 4.62
C -0.22 3.29 -0.04
Cl -0.64 3.65 -1.75
I 0.27 1.20 0.06
C 1.01 4.03 0.23
N 1.96 4.65 0.41
H -4.32 5.39 0.37
H -2.82 6.04 -0.52
H -3.20 3.11 -0.24
H -2.46 2.03 1.52
H -0.91 2.26 2.42
H -3.38 2.62 3.43
H -3.07 4.27 2.96
H -2.22 2.84 5.29
H -0.75 3.00 4.38
H -2.19 5.01 5.94
H -1.72 5.63 4.35
H 1.73 5.15 4.97
H 0.59 4.61 3.77
H 0.56 6.29 4.21
C -5.14 7.70 -2.39
Cl -3.42 8.10 -2.50
Cl -5.48 6.20 -3.24
Cl -5.66 7.60 -0.71
H -5.70 8.50 -2.87
C -3.48 -0.14 -2.23
Cl -4.04 -1.41 -1.16
Cl -3.55 1.45 -1.45
Cl -1.83 -0.47 -2.74
H -4.12 -0.13 -3.10
C 3.00 -0.14 -3.47
Cl 4.26 -0.95 -2.55
Cl 1.44 -0.92 -3.21
Cl 2.92 1.58 -3.07
H 3.24 -0.21 -4.52
C -0.16 -4.75 -2.99
Cl -1.12 -3.55 -2.11
Cl -1.14 -6.14 -3.44
Cl 0.58 -4.01 -4.41
H 0.63 -5.09 -2.34
C -7.62 -0.05 -3.03
Cl -7.83 -0.74 -1.42
Cl -6.97 1.59 -2.93
Cl -6.59 -1.07 -4.03
H -8.60 0.00 -3.50
C 4.91 2.43 0.26
Cl 6.26 1.67 -0.58
Cl 4.23 1.35 1.47
Cl 5.41 3.96 0.99
H 4.13 2.63 -0.47
C 3.82 -5.78 -1.02
Cl 3.10 -4.53 -2.03
Cl 4.19 -5.17 0.58
Cl 2.73 -7.18 -0.93
H 4.74 -6.10 -1.49
C -4.96 -0.05 -7.64
Cl -4.24 -0.33 -6.05
Cl -5.54 -1.56 -8.33
Cl -6.26 1.14 -7.52
H -4.19 0.36 -8.28
C 2.55 5.44 8.30
Cl 2.38 4.75 9.91
Cl 3.22 7.07 8.39
Cl 3.55 4.41 7.28
H 1.57 5.50 7.85
C 2.18 -8.95 2.28
Cl 3.45 -9.85 3.11
Cl 0.61 -9.69 2.55
Cl 2.18 -7.26 2.78
H 2.39 -8.98 1.22
C 1.00 -13.45 2.46
Cl 1.62 -12.62 1.04
Cl -0.07 -14.77 2.00
Cl 2.32 -14.02 3.48
H 0.42 -12.73 3.04
C 0.51 -9.28 -5.86
Cl 1.11 -8.56 -4.37
Cl -1.07 -10.02 -5.61
Cl 0.45 -8.09 -7.15
H 1.20 -10.06 -6.16
C -4.80 -4.98 -3.18
Cl -5.90 -3.96 -2.25
Cl -5.61 -6.44 -3.75
Cl -4.12 -4.07 -4.52
H -3.99 -5.28 -2.53
C 0.44 9.70 2.75
Cl 1.92 8.76 2.82
Cl -0.12 10.11 4.37
Cl 0.65 11.16 1.78
H -0.32 9.09 2.28
C 7.86 -6.37 2.18
Cl 8.53 -5.73 3.68
Cl 6.23 -6.98 2.43
Cl 7.89 -5.15 0.91
H 8.48 -7.20 1.86
C -1.99 13.97 0.61
Cl -3.02 15.02 1.58
Cl -2.86 12.52 0.09
Cl -1.34 14.84 -0.78
H -1.16 13.65 1.22
C 5.49 -15.74 1.83
Cl 6.06 -14.87 0.41
Cl 4.46 -17.10 1.36
Cl 6.84 -16.29 2.82
H 4.89 -15.06 2.42
C 3.97 5.53 -3.61
Cl 3.75 7.26 -3.35
Cl 5.33 5.22 -4.68
Cl 4.18 4.69 -2.07
H 3.07 5.15 -4.08

Here are the Mulliken charges for atoms 1 to 4, given in e: -0.649, -0.222, 2.687, -1.087

---

DFT (ωB97M-V/def2-TZVPD) results for a structure of composition C6H12N2PPmS in a non-equilibrium geometry.

Properties
Multiplicity: 5
HOMO-LUMO gap (alpha / beta), eV: 4.51 / 4.53
Largest force on an atom, eV Å⁻¹: 2.56
<S²>: 6.198

Geometry (Å):
C 0.96 -0.67 1.54
C 1.23 -1.56 2.62
C 0.96 -2.89 2.18
C 0.55 -2.84 0.81
C 0.54 -1.48 0.40
Pm -1.45 1.65 -0.12
P 0.61 2.50 -1.93
H 1.08 0.42 1.54
H 1.57 -1.27 3.61
H 1.05 -3.79 2.78
H 0.30 -1.09 -0.59
H 0.27 -3.69 0.19
H 1.13 1.64 -2.95
H 1.88 2.82 -1.34
H 0.52 3.69 -2.74
N -2.85 2.44 -2.07
C -3.37 1.30 -1.47
N -3.97 1.63 -0.24
S -2.56 -0.19 -1.60
H -3.48 3.25 -2.15
H -2.41 2.29 -2.99
H -4.38 0.83 0.25
H -4.66 2.39 -0.25

Here are the Mulliken charges for atoms 1 to 4, given in e: -0.281, -0.833, -0.302, -0.993